# 1
CH3N3S | the ωB97M-V functional and the def2-TZVPD basis

* lowest unoccupied orbital energy: 0.0200 hartree
* E_tot: -16387.4291 eV
* multiplicity: 1

Each line ends with the Löwdin charge.
Geometry (Å):
C (1.02, 0.91, 0.02)  -0.58
N (-1.27, 0.80, 0.04)  0.17
N (-1.36, -0.33, 0.00)  -0.29
N (-0.74, -1.36, -0.01)  -0.07
S (1.41, -0.68, 0.01)  0.68
H (0.99, 1.49, -0.89)  0.00
H (1.06, 1.46, 0.95)  0.00
H (-1.10, -2.29, -0.11)  0.10

***

# 2
C22H30CrN3O6Se2 | the ωB97M-V functional and the def2-TZVPD basis

* lowest unoccupied orbital energy (spin up / spin down): -0.0308 / -0.0364 hartree
* E_tot: -199170.8104 eV
* multiplicity: 4

Each line ends with the Löwdin charge.
Geometry (Å):
Cr (-0.67, -0.27, -0.31)  0.31
O (1.83, 4.51, -0.64)  0.05
C (1.95, 4.00, -1.87)  -0.27
C (2.66, 4.75, -2.81)  -0.01
C (2.85, 4.27, -4.09)  -0.08
C (2.34, 3.03, -4.47)  -0.09
C (1.63, 2.29, -3.55)  -0.02
C (1.42, 2.75, -2.25)  -0.07
C (0.68, 1.89, -1.32)  -0.38
O (0.14, 0.81, -1.77)  -0.13
N (0.63, 2.26, -0.03)  0.09
N (0.05, 1.26, 0.67)  -0.16
C (-0.03, 1.26, 1.94)  -0.05
C (-0.59, 0.03, 2.53)  -0.25
C (-0.77, -0.15, 3.88)  0.00
C (-1.28, -1.35, 4.34)  -0.04
C (-1.58, -2.35, 3.43)  -0.03
C (-1.38, -2.10, 2.08)  -0.10
N (-0.91, -0.94, 1.64)  -0.02
H (1.39, 3.83, -0.08)  0.06
H (3.06, 5.71, -2.50)  0.12
H (3.40, 4.87, -4.81)  0.10
H (2.49, 2.65, -5.48)  0.10
H (1.20, 1.33, -3.82)  0.12
H (0.31, 2.10, 2.54)  0.15
H (-0.51, 0.66, 4.56)  0.12
H (-1.43, -1.51, 5.40)  0.12
H (-1.98, -3.30, 3.75)  0.11
H (-1.61, -2.84, 1.33)  0.10
O (-4.70, 0.41, -4.21)  -0.05
C (-5.17, -0.62, -3.34)  -0.23
C (-4.20, -0.79, -2.16)  -0.56
C (-4.80, -1.96, -1.37)  -0.25
O (-4.46, -2.02, 0.00)  -0.10
C (-4.18, 0.53, -1.38)  -0.47
Se (-2.79, 0.94, -0.04)  0.75
C (-2.82, -1.12, -2.75)  -0.48
Se (-1.59, -2.14, -1.60)  0.73
H (-5.34, 0.53, -4.92)  0.09
H (-5.22, -1.57, -3.89)  0.13
H (-6.17, -0.40, -2.96)  0.13
H (-4.51, -2.89, -1.87)  0.12
H (-5.89, -1.90, -1.39)  0.12
H (-3.52, -2.24, 0.02)  -0.02
H (-5.11, 0.62, -0.81)  0.07
H (-4.12, 1.34, -2.09)  0.05
H (-2.30, -0.21, -3.03)  0.06
H (-2.94, -1.73, -3.65)  0.06
C (1.89, -1.64, -1.67)  -0.08
O (1.28, -1.47, -0.39)  -0.30
C (2.20, -1.71, 0.68)  -0.16
C (3.34, -0.73, 0.71)  -0.22
O (2.81, 0.57, 0.77)  -0.20
C (3.80, 1.58, 0.72)  -0.08
H (2.43, -2.58, -1.70)  0.10
H (2.57, -0.81, -1.89)  0.10
H (1.09, -1.65, -2.40)  0.05
H (2.61, -2.72, 0.57)  0.14
H (1.63, -1.66, 1.60)  0.12
H (3.97, -0.84, -0.19)  0.12
H (3.96, -0.95, 1.58)  0.14
H (4.51, 1.47, 1.55)  0.09
H (3.29, 2.54, 0.80)  0.08
H (4.35, 1.54, -0.22)  0.10

***

# 3
C5H33NO13 | the ωB97M-V functional and the def2-TZVPD basis

* lowest unoccupied orbital energy: 0.0015 hartree
* E_tot: -33825.1782 eV
* multiplicity: 1
* structure (SMILES): CN(C)C(=O)CCO.O.O.O.O.O.O.O.O.O.O.O

Each line ends with the Löwdin charge.
Geometry (Å):
C (0.78, 0.16, -0.14)  -0.07
C (2.15, -0.46, -0.49)  -0.23
O (2.24, -1.86, -0.35)  -0.11
C (0.14, -0.11, 1.19)  -0.43
N (-0.91, -0.98, 1.28)  -0.12
C (-1.53, -1.40, 2.50)  -0.07
C (-1.02, -2.08, 0.29)  -0.08
O (0.55, 0.54, 2.14)  -0.02
H (0.20, -0.10, -0.98)  0.10
H (0.88, 1.26, -0.21)  0.11
H (2.41, -0.42, -1.55)  0.12
H (3.06, -0.08, 0.15)  0.14
H (1.93, -2.09, 0.61)  0.08
H (-2.63, -1.07, 2.72)  0.12
H (-1.37, -2.59, 2.64)  0.13
H (-0.88, -0.96, 3.33)  0.09
H (-1.00, -3.08, 0.81)  0.08
H (-0.34, -2.09, -0.58)  0.08
H (-2.03, -2.07, 0.03)  0.05
H (2.95, 2.76, 1.12)  0.01
H (4.08, 2.22, 0.28)  0.07
O (3.41, 2.98, 0.32)  -0.08
H (-1.08, 2.43, 1.52)  -0.06
H (-0.23, 2.10, 2.57)  0.03
O (-0.79, 2.86, 2.27)  -0.04
H (-3.74, 2.71, -0.06)  -0.09
H (-2.23, 3.13, -0.37)  0.06
O (-2.95, 2.48, -0.12)  0.03
H (0.09, 3.72, 0.20)  0.05
H (-0.39, 4.18, -1.14)  0.03
O (-0.11, 3.43, -0.69)  -0.01
H (-0.20, -4.69, -0.89)  0.06
H (0.82, -3.74, -1.65)  0.07
O (-0.16, -3.95, -1.53)  -0.09
H (1.32, -0.80, -4.12)  0.04
H (0.84, 0.52, -4.01)  -0.05
O (0.59, -0.27, -4.35)  0.00
H (-3.75, 0.02, 0.17)  0.05
H (-3.65, 0.15, -1.48)  0.10
O (-3.71, -0.54, -0.67)  -0.15
H (1.72, -3.18, 1.53)  0.05
H (1.61, -2.39, 2.82)  0.04
O (1.07, -2.90, 2.21)  -0.03
H (-2.30, -1.03, -3.46)  -0.01
H (-1.15, -0.50, -4.10)  0.04
O (-2.06, -0.18, -3.74)  -0.08
H (2.74, -0.01, 4.08)  0.05
H (1.22, -0.10, 3.82)  0.01
O (1.98, -0.62, 4.18)  -0.08
H (0.75, 2.17, -2.32)  -0.07
H (-0.46, 1.97, -3.07)  0.03
O (0.45, 2.00, -3.11)  0.07

***

# 4
C5H11N2O | the ωB97M-V functional and the def2-TZVPD basis

* lowest unoccupied orbital energy: -0.1966 hartree
* E_tot: -10382.0166 eV
* net charge: +1
* multiplicity: 1

Each line ends with the Löwdin charge.
Geometry (Å):
C (1.89, -0.79, 0.21)  -0.29
C (-0.64, 0.03, -1.26)  0.04
C (-0.37, -0.03, 0.22)  -0.59
C (-0.02, 1.36, 0.70)  0.01
C (-1.67, -0.64, 0.71)  -0.01
N (2.25, 0.01, -0.67)  0.15
N (0.59, -1.04, 0.47)  0.05
O (-1.11, 1.06, -1.85)  0.18
H (2.48, -1.38, 0.80)  0.12
H (-0.26, -0.80, -1.92)  0.19
H (0.56, 1.24, 1.64)  0.12
H (-0.80, 2.08, 0.89)  0.11
H (0.67, 1.63, -0.05)  0.06
H (-1.82, -1.73, 0.39)  0.12
H (-2.50, 0.02, 0.41)  0.10
H (-1.67, -0.65, 1.93)  0.17
H (3.21, 0.06, -1.02)  0.09
H (0.44, -1.56, 1.30)  0.13
H (-1.24, 1.12, -2.90)  0.26

***

Q: Look up the E_tot of the third one.
A: -33825.1782 eV

***

What did the second record say?
C22H30CrN3O6Se2 | the ωB97M-V functional and the def2-TZVPD basis

* lowest unoccupied orbital energy (spin up / spin down): -0.0308 / -0.0364 hartree
* E_tot: -199170.8104 eV
* multiplicity: 4

Each line ends with the Löwdin charge.
Geometry (Å):
Cr (-0.67, -0.27, -0.31)  0.31
O (1.83, 4.51, -0.64)  0.05
C (1.95, 4.00, -1.87)  -0.27
C (2.66, 4.75, -2.81)  -0.01
C (2.85, 4.27, -4.09)  -0.08
C (2.34, 3.03, -4.47)  -0.09
C (1.63, 2.29, -3.55)  -0.02
C (1.42, 2.75, -2.25)  -0.07
C (0.68, 1.89, -1.32)  -0.38
O (0.14, 0.81, -1.77)  -0.13
N (0.63, 2.26, -0.03)  0.09
N (0.05, 1.26, 0.67)  -0.16
C (-0.03, 1.26, 1.94)  -0.05
C (-0.59, 0.03, 2.53)  -0.25
C (-0.77, -0.15, 3.88)  0.00
C (-1.28, -1.35, 4.34)  -0.04
C (-1.58, -2.35, 3.43)  -0.03
C (-1.38, -2.10, 2.08)  -0.10
N (-0.91, -0.94, 1.64)  -0.02
H (1.39, 3.83, -0.08)  0.06
H (3.06, 5.71, -2.50)  0.12
H (3.40, 4.87, -4.81)  0.10
H (2.49, 2.65, -5.48)  0.10
H (1.20, 1.33, -3.82)  0.12
H (0.31, 2.10, 2.54)  0.15
H (-0.51, 0.66, 4.56)  0.12
H (-1.43, -1.51, 5.40)  0.12
H (-1.98, -3.30, 3.75)  0.11
H (-1.61, -2.84, 1.33)  0.10
O (-4.70, 0.41, -4.21)  -0.05
C (-5.17, -0.62, -3.34)  -0.23
C (-4.20, -0.79, -2.16)  -0.56
C (-4.80, -1.96, -1.37)  -0.25
O (-4.46, -2.02, 0.00)  -0.10
C (-4.18, 0.53, -1.38)  -0.47
Se (-2.79, 0.94, -0.04)  0.75
C (-2.82, -1.12, -2.75)  -0.48
Se (-1.59, -2.14, -1.60)  0.73
H (-5.34, 0.53, -4.92)  0.09
H (-5.22, -1.57, -3.89)  0.13
H (-6.17, -0.40, -2.96)  0.13
H (-4.51, -2.89, -1.87)  0.12
H (-5.89, -1.90, -1.39)  0.12
H (-3.52, -2.24, 0.02)  -0.02
H (-5.11, 0.62, -0.81)  0.07
H (-4.12, 1.34, -2.09)  0.05
H (-2.30, -0.21, -3.03)  0.06
H (-2.94, -1.73, -3.65)  0.06
C (1.89, -1.64, -1.67)  -0.08
O (1.28, -1.47, -0.39)  -0.30
C (2.20, -1.71, 0.68)  -0.16
C (3.34, -0.73, 0.71)  -0.22
O (2.81, 0.57, 0.77)  -0.20
C (3.80, 1.58, 0.72)  -0.08
H (2.43, -2.58, -1.70)  0.10
H (2.57, -0.81, -1.89)  0.10
H (1.09, -1.65, -2.40)  0.05
H (2.61, -2.72, 0.57)  0.14
H (1.63, -1.66, 1.60)  0.12
H (3.97, -0.84, -0.19)  0.12
H (3.96, -0.95, 1.58)  0.14
H (4.51, 1.47, 1.55)  0.09
H (3.29, 2.54, 0.80)  0.08
H (4.35, 1.54, -0.22)  0.10

***

Q: Which of these has the lowest E_tot?
A: C22H30CrN3O6Se2